(1)
Formula: C36H40N6O6PtS
Source: OMol25
Level of theory: wB97M-V/def2-TZVPD

* energy relative to the best compared isomer or geometry (same formula, charge and spin): 3.559 eV
* largest force on an atom: 2.1 eV/Å
* E_HOMO (spin up / spin down): -0.2669 / -0.2722 Ha
* total energy: -2693.140535 hartree
* Kohn-Sham gap (spin up / spin down): 6.0 / 6.1 eV

The geometry in XYZ format:
```
90
Properties=species:S:1:pos:R:3:forces:R:3
C 0.436530 -3.826892 -2.612670 -0.1 -0.2 -0.2
O 2.152548 -2.309332 -1.879260 -0.4 -0.3 -0.2
H 0.236907 -2.741490 1.113189 0.0 0.0 -0.1
H 0.939317 -6.296315 -4.834505 0.0 0.0 0.0
H -3.289486 -1.692284 1.802281 0.0 0.0 0.0
N -1.336278 1.397653 1.532685 -0.2 -0.1 -0.2
C 0.084605 3.556733 -1.152456 -0.1 -0.1 -0.1
H -3.238496 2.275331 -3.422679 0.0 0.0 0.0
C -0.648091 3.707536 1.528887 0.1 -0.1 -0.1
H 4.899721 2.667205 -0.961117 0.0 0.0 0.0
C 3.280362 -2.709729 2.587510 0.0 0.0 0.0
C -1.040084 3.777242 2.978696 0.1 0.0 -0.1
H 0.128926 5.697138 1.459557 0.0 0.0 0.0
H 5.473552 2.000554 -2.508314 0.1 0.1 0.0
H 4.032642 -3.380716 2.982525 0.0 0.0 0.0
H -5.231565 -0.457345 4.763413 0.0 0.0 0.0
H -2.329675 0.923345 -5.239319 0.0 0.0 0.0
C -1.512631 0.509897 4.695984 0.0 -0.1 0.0
H 3.643339 1.292707 2.749339 0.0 0.0 0.0
C -4.182665 -0.184284 4.745165 0.0 0.0 0.0
C -1.653632 -4.929727 -3.125208 -0.2 0.0 0.1
H 0.391089 3.481054 -2.188965 0.0 0.0 0.0
O 2.502463 1.471379 -1.133479 -1.3 -0.2 0.0
H -4.796637 -0.807127 2.053554 0.0 0.0 0.0
C 2.536251 -0.449127 2.144554 -0.2 -0.1 -0.1
H -0.820570 -1.576099 2.592244 0.1 0.0 0.0
C -2.340307 2.759943 -3.033251 0.1 0.2 0.0
C 4.435051 -0.008458 -0.932026 -0.2 0.1 -0.2
N 0.437461 -0.026851 1.046909 0.6 0.2 -0.6
O 0.541157 -0.780514 -4.240849 -0.3 0.0 -0.3
C -0.778564 0.949863 -3.763666 -1.2 1.4 -0.4
H -1.015520 2.051168 -5.592728 0.0 0.0 0.0
H 1.955034 -4.284139 1.998143 -0.1 0.0 0.0
H -1.880189 1.516280 6.550335 0.0 0.0 0.0
H 4.051314 3.068522 -2.464941 0.0 0.0 0.0
C 2.741195 1.037434 2.193070 0.0 0.0 -0.1
C -0.604378 2.495008 -0.569291 -0.3 0.2 0.2
C 1.136430 -4.676903 -3.447983 0.0 0.0 0.0
N -1.209351 -0.646949 2.582228 0.0 0.1 0.0
H 2.812601 1.428273 1.173999 0.0 0.1 0.0
H 1.886659 1.535455 2.658493 0.0 0.0 0.0
C 0.369877 4.686726 -0.418336 0.0 0.1 0.0
C 0.422873 -5.645086 -4.141402 0.1 0.0 0.0
C -1.249877 1.067038 -5.186421 0.1 -0.2 0.2
C -2.053585 -0.248357 3.659106 -0.1 0.0 0.0
C 0.971083 -2.633335 -1.903194 0.7 -0.2 0.3
H -0.516464 3.017971 3.559563 0.0 0.0 0.0
H -0.761410 0.300344 -5.781491 0.0 0.1 -0.1
H 3.486788 0.635995 -2.746591 -0.1 0.0 0.0
C 1.145990 -2.348874 1.548611 0.1 0.2 -0.1
H -1.485998 -6.540135 -4.525427 0.0 0.0 0.0
N 0.169941 0.015528 -3.417023 1.9 -0.5 0.9
N -0.980112 1.418837 -1.414628 0.4 0.3 -0.1
H 4.388776 -0.947681 3.085661 0.0 0.0 0.0
C -0.952033 -5.776087 -3.976250 -0.1 0.0 0.1
H -2.219761 -0.062647 -1.475961 0.2 0.0 0.2
S -1.464863 -2.597414 -1.448709 -0.3 0.3 0.1
Pt 1.034709 0.073555 -1.267467 0.2 -1.0 0.7
C 1.360217 -0.971155 1.567803 0.1 -0.2 0.5
C -3.647848 0.568968 5.775279 0.0 0.0 0.0
H -2.223149 1.469498 2.003217 -0.1 -0.1 0.0
C -2.305702 0.926355 5.748912 0.0 0.0 0.0
C -3.403501 -0.603973 3.666946 0.0 0.0 -0.1
N -0.008590 -1.910208 -1.289698 0.3 0.6 -0.3
H -4.503037 -2.296469 2.941413 0.0 0.0 0.0
C -0.048513 4.787522 0.899889 0.0 0.0 0.0
H 3.792222 -0.870461 -0.755946 0.0 0.0 0.0
H -0.456030 0.748714 4.663003 0.0 0.0 0.0
H -0.799542 4.755630 3.390702 0.0 0.0 0.0
H -2.019733 3.495588 -3.773332 0.0 0.0 0.0
C 3.479651 -1.337079 2.641451 0.0 0.0 0.0
O -2.355559 -1.734264 -2.212905 0.1 0.1 0.0
H -4.274444 0.877532 6.602251 0.0 0.0 0.0
C 4.589317 2.281763 -1.934190 -0.3 -0.1 0.0
H 2.205098 -4.559133 -3.566762 0.0 0.0 0.0
H 5.319343 -0.342300 -1.480474 0.0 0.0 0.1
C -0.876240 2.527201 0.807949 0.2 -0.2 -0.2
O -1.978137 -3.024810 -0.174156 0.0 -0.2 -0.1
H 4.749572 0.410244 0.026304 0.0 0.0 0.0
H -2.722913 -5.023727 -2.990593 0.0 0.0 0.0
C -1.272850 1.746530 -2.780345 -0.1 -0.7 -0.2
H -2.593576 3.276113 -2.110778 0.0 0.0 0.0
H 0.909574 5.503426 -0.878970 0.0 0.0 0.0
C -4.023720 -1.398593 2.549000 0.0 0.0 0.0
C 2.111483 -3.213466 2.044909 0.1 -0.1 0.0
O -2.115987 0.751974 -0.929162 -0.8 -0.1 0.0
C -0.933146 -3.957518 -2.465217 0.3 0.4 0.1
C -0.665179 0.221043 1.674696 0.1 0.1 0.3
C 3.689758 1.058406 -1.745342 0.4 -0.1 -0.1
H -2.111771 3.604841 3.104053 0.0 0.0 0.1
```
Positions in Å, forces in eV/Å.

***

(2)
Formula: C2H8S3
Source: OMol25
Level of theory: wB97M-V/def2-TZVPD

* SMILES: CCS.SS
* energy relative to the best compared isomer or geometry (same formula, charge and spin): 0.851 eV
* largest force on an atom: 2.6 eV/Å
* E_HOMO: -0.3272 Ha
* total energy: -1275.515555 hartree
* Kohn-Sham gap: 9.1 eV

The geometry in XYZ format:
```
13
Properties=species:S:1:pos:R:3:forces:R:3
C -0.260047 1.286137 -0.928104 1.0 -0.1 0.2
H -0.844396 2.030123 -1.460577 -0.2 -0.3 -0.2
H 0.644317 1.794717 -0.569836 -0.3 0.1 0.2
H -0.344140 0.610856 1.121052 0.2 -0.3 -0.2
S 2.513815 -1.156811 0.438667 -0.5 0.9 -0.1
H 1.863091 -1.591546 -0.661223 -0.2 -0.1 0.2
S -1.493522 -1.116946 -0.132280 -0.4 0.0 0.5
H -0.932944 -1.219588 -1.317561 0.3 0.0 -0.5
H -1.882594 1.090798 0.576468 -0.1 0.3 -0.4
S 1.311438 -1.763486 1.968010 1.0 -2.2 0.9
C -0.977025 0.594575 0.232571 -0.1 0.1 0.3
H 0.224569 -1.092050 2.335401 -0.2 1.2 -0.9
H 0.177433 0.533221 -1.602590 -0.5 0.3 -0.1
```
Positions in Å, forces in eV/Å.

***

(3)
Formula: C2H14O4S
Source: OMol25
Level of theory: wB97M-V/def2-TZVPD

* SMILES: CSC.O.O.O.O
* energy relative to the best compared isomer or geometry (same formula, charge and spin): 1.478 eV
* largest force on an atom: 3.6 eV/Å
* E_HOMO: -0.3024 Ha
* total energy: -783.698986 hartree
* Kohn-Sham gap: 8.6 eV

The geometry in XYZ format:
```
21
Properties=species:S:1:pos:R:3:forces:R:3
C -0.205920 2.301633 -0.558617 0.0 -1.2 0.3
H -0.468488 -2.115660 0.503878 1.0 -0.1 -1.7
O -2.063945 -3.887746 1.702712 -0.2 -0.1 -0.9
H -2.534408 -3.097856 1.975746 0.1 0.1 0.2
O 0.087994 -2.071292 -0.343013 -1.2 1.0 2.2
O -1.005156 -0.999188 2.138964 0.1 2.1 2.0
H 0.128915 -0.247736 -1.920514 -0.9 -2.0 1.5
H -0.978508 1.027562 -2.723179 1.2 -1.3 0.3
H -1.116967 -0.396642 2.952113 -0.1 -1.6 -1.6
H 0.241601 2.938109 0.251711 -0.3 -1.0 -0.7
H 1.827647 1.126698 1.152925 -1.2 1.4 1.7
H 0.141634 -2.973132 -0.607833 0.1 -1.1 -0.4
H -0.647352 1.281157 -0.195441 0.4 2.3 -0.3
H -0.897689 2.915890 -1.133761 -0.5 -0.2 0.4
C 0.048805 0.545754 -2.568624 -1.9 2.0 -1.0
S 1.027516 1.795314 -1.804650 1.4 1.2 0.4
H -1.617649 -4.250169 2.460127 0.1 0.0 0.5
H 0.399023 0.175598 -3.506144 0.6 0.3 -0.8
O 1.497624 1.576585 2.022446 0.1 -1.3 -3.4
H 2.220230 1.318840 2.556644 1.2 -0.2 1.5
H -0.327683 -0.458881 1.702689 0.0 -0.2 -0.3
```
Positions in Å, forces in eV/Å.

***

(4)
Formula: CH3O4S
Source: OMol25
Level of theory: wB97M-V/def2-TZVPD

* energy relative to the best compared isomer or geometry (same formula, charge and spin): 1.414 eV
* net charge: -1
* largest force on an atom: 2.9 eV/Å
* E_HOMO: -0.1532 Ha
* total energy: -739.073433 hartree
* Kohn-Sham gap: 7.7 eV

The geometry in XYZ format:
```
9
Properties=species:S:1:pos:R:3:forces:R:3
S 1.406561 -1.426815 -0.003112 0.1 -0.5 0.0
H -0.896766 1.735300 -0.433543 0.5 -0.3 0.4
O 2.730804 -2.635576 -0.342139 -0.4 1.9 0.3
O -2.822460 1.453810 -0.945668 -1.0 -0.7 0.2
H 3.294500 -1.866676 -0.601353 0.2 -1.1 0.0
C -1.803018 2.054909 -0.930712 0.6 2.3 -1.6
O 1.524466 -1.069990 1.418936 0.1 -0.4 0.0
H -1.719561 3.061875 -1.547629 0.0 -1.4 1.0
O 1.950422 -0.333877 -0.843068 0.0 0.2 -0.3
```
Positions in Å, forces in eV/Å.

***

Question: What is the total energy in the third record?
Answer: -783.698986 hartree